1.
The following is a DFT calculation (ωB97M-V/def2-TZVPD) of C27H50LiN3Si3 as an isolated structure.

Geometry as XYZ:
```
84
Properties=species:S:1:pos:R:3
Li 0.1527 2.1794 0.4389
C 3.0930 1.3570 -0.7354
N 2.1270 0.9027 0.2446
C 1.6483 -0.4413 -0.1039
C 2.5478 0.9950 1.6081
C 3.8777 1.0769 1.9729
C 4.2577 1.2188 3.3094
C 3.2706 1.2820 4.2749
C 1.9271 1.1991 3.9294
C 1.5127 1.0528 2.5930
N 0.2423 1.0840 2.1063
C -0.8815 0.8172 2.8136
C -0.9888 0.1248 4.0394
C -2.2166 -0.1070 4.6419
C -3.3966 0.3262 4.0593
C -3.3249 0.9603 2.8186
C -2.1143 1.1941 2.1981
N -2.0294 1.7792 0.8848
C -2.0218 0.7561 -0.1596
C -3.0094 2.8062 0.5994
H 3.9621 0.6853 -0.8252
H 3.4386 2.3595 -0.4847
H 2.6031 1.3983 -1.7088
H 2.4721 -1.1677 -0.1364
H 1.1775 -0.4219 -1.0878
H 0.9149 -0.7726 0.6264
H 4.6432 1.0359 1.2081
H 5.3057 1.2834 3.5757
H 3.5394 1.4128 5.3182
H 1.1796 1.3150 4.7016
H -0.0951 -0.2673 4.5035
H -2.2451 -0.6463 5.5832
H -4.3538 0.1509 4.5346
H -4.2395 1.2653 2.3226
H -2.9947 0.2492 -0.2454
H -1.2693 0.0008 0.0672
H -1.7830 1.2198 -1.1210
H -4.0295 2.4106 0.4632
H -2.7212 3.3174 -0.3191
H -3.0230 3.5346 1.4098
C -1.2500 6.1843 -0.0312
Si -0.2890 5.2906 -1.4012
C 0.6444 6.7218 -2.2683
C -1.5433 4.7695 -2.7311
C 0.6797 3.9106 -0.7792
H -1.7738 7.0621 -0.4241
H -0.5586 6.5264 0.7450
H -1.9828 5.5346 0.4485
H -0.0287 7.5099 -2.6257
H 1.2076 6.3422 -3.1260
H 1.3651 7.1751 -1.5805
H -2.0802 5.6290 -3.1443
H -2.2816 4.0608 -2.3483
H -1.0213 4.2743 -3.5557
H 1.2371 3.3965 -1.5733
H 1.4048 4.2230 -0.0152
C -1.5633 -3.0571 0.9712
Si -0.4857 -4.1772 -0.1119
C 1.0620 -4.5035 0.9577
C -1.3397 -5.8854 -0.1164
C -0.2079 -3.5295 -1.7521
Si 0.3320 -4.4270 -3.1876
C -0.9918 -5.4239 -4.1480
C 1.6509 -5.7601 -2.8342
C 1.0897 -3.2991 -4.5186
H -1.7566 -3.5073 1.9504
H -2.5260 -2.8537 0.4946
H -1.0801 -2.0933 1.1576
H 0.8129 -4.9338 1.9347
H 1.6147 -3.5746 1.1259
H 1.7345 -5.1951 0.4399
H -1.4323 -6.3002 0.8933
H -0.7686 -6.5989 -0.7193
H -2.3383 -5.8110 -0.5557
H -0.3563 -2.4575 -1.8862
H -1.4652 -6.1507 -3.4806
H -0.5774 -5.9649 -5.0072
H -1.7780 -4.7529 -4.5067
H 1.2916 -6.4603 -2.0733
H 2.5624 -5.2982 -2.4457
H 1.9060 -6.3398 -3.7283
H 0.3764 -2.5230 -4.8115
H 1.3670 -3.8599 -5.4175
H 1.9821 -2.7994 -4.1334
```

The calculation puts the gap between HOMO and LUMO at 5.29 eV. The value obtained for the highest occupied orbital energy is -0.034 hartree. Its spin multiplicity is 1. Its total charge is -2. The energy above the lowest of the compared OMol25 structures with the same formula, charge and spin comes out at 0.00 kcal/mol.

2.
The following is a DFT calculation (ωB97M-V/def2-TZVPD) of a 2-piece molecular cluster, C27H50NO3 overall.

Geometry as XYZ:
```
81
Properties=species:S:1:pos:R:3
C 2.6431 0.1148 2.6999
C 2.4317 -0.2042 1.2194
C 0.9703 -0.0370 0.7503
C 0.7205 1.1969 -0.1233
C 0.6432 2.5150 0.6576
C -0.7011 2.6921 1.3740
C -1.8988 2.8375 0.4283
C -3.1218 2.0339 0.8611
C -3.8407 2.6006 2.0920
C -4.7625 1.5804 2.7842
C -4.1882 0.9599 4.0623
C -2.8350 0.2543 3.9478
C -2.8524 -1.2682 3.7577
C -3.8556 -1.8305 2.7305
C -3.2223 -2.1941 1.4373
C -2.2140 -3.0223 1.1582
C -1.9525 -2.9829 -0.2858
O -1.0482 -3.4504 -0.9178
O -2.9025 -2.1770 -0.8719
C -3.6636 -1.6012 0.1384
O -4.4299 -0.7161 -0.0805
H 3.6537 -0.1544 3.0038
H 1.9551 -0.4710 3.3095
H 2.4849 1.1684 2.9179
H 2.7416 -1.2385 1.0618
H 3.0754 0.4457 0.6231
H 0.6555 -0.9278 0.2007
H 0.3351 -0.0078 1.6385
H 1.5381 1.2519 -0.8509
H -0.1951 1.0395 -0.6984
H 1.4155 2.4721 1.4274
H 0.8404 3.3634 0.0044
H -0.8287 1.8340 2.0365
H -0.6493 3.5644 2.0255
H -1.6264 2.5418 -0.5855
H -2.1778 3.8921 0.3701
H -2.8325 0.9911 1.0246
H -3.8376 2.0004 0.0377
H -4.4670 3.4138 1.7226
H -3.1343 3.0244 2.8084
H -5.0240 0.8254 2.0409
H -5.6989 2.0680 3.0562
H -4.0754 1.7849 4.7679
H -4.9244 0.2823 4.5005
H -2.2241 0.7102 3.1709
H -2.2920 0.4354 4.8775
H -1.8539 -1.5586 3.4209
H -2.9869 -1.7664 4.7156
H -4.6785 -1.1520 2.5281
H -4.3029 -2.7419 3.1341
H -1.6628 -3.6135 1.8723
C 0.9791 -3.4446 -3.4931
C 2.0551 -2.6710 -4.2514
C 3.2644 -2.3433 -3.3733
C 2.9906 -1.4297 -2.1921
N 2.5562 0.0032 -2.4963
C 3.1915 0.9289 -1.4826
C 4.5728 1.1914 -2.0396
C 4.3151 1.3624 -3.5419
C 3.0348 0.5585 -3.8254
C 1.0664 0.0915 -2.3896
H 0.6204 -2.9091 -2.6166
H 0.1187 -3.6227 -4.1365
H 1.3547 -4.4134 -3.1621
H 1.6088 -1.7671 -4.6759
H 2.4012 -3.2584 -5.1033
H 4.1026 -1.9632 -3.9642
H 3.6243 -3.2794 -2.9385
H 3.8825 -1.3562 -1.5729
H 2.2047 -1.8533 -1.5684
H 2.5900 1.8371 -1.4584
H 3.1677 0.4512 -0.5054
H 5.2317 0.3424 -1.8520
H 5.0322 2.0670 -1.5876
H 5.1517 1.0091 -4.1403
H 4.1573 2.4093 -3.7948
H 3.1931 -0.2462 -4.5289
H 2.2358 1.1888 -4.2060
H 0.7757 -0.1896 -1.3807
H 0.6199 -0.5862 -3.1132
H 0.7587 1.1140 -2.5913
```

The calculation puts the gap between HOMO and LUMO at 9.73 eV. The value obtained for the highest occupied orbital energy is -0.468 hartree. Its spin multiplicity is 1. Its total charge is +1.

3.
The following is a DFT calculation (ωB97M-V/def2-TZVPD) of a 3-piece molecular cluster, C27H51BN2O9 overall.

Geometry as XYZ:
```
90
Properties=species:S:1:pos:R:3
C -4.2534 -3.8874 3.5225
C -5.4840 -4.6638 2.7375
C -5.1891 -4.5314 1.1300
C -5.6801 -3.1239 0.4462
C -4.9021 -2.7785 -0.9926
C -5.0985 -3.8862 -2.1848
O -4.4685 -5.1920 -1.9370
N -5.1872 -6.1966 -2.4912
O -5.7248 -6.8534 -1.5817
O -5.7773 -1.6644 -1.4886
C -4.9523 -0.6844 -2.2571
O -5.1092 -0.1893 -3.4869
C -3.7282 -0.4312 -1.1457
N -2.7621 0.4042 -1.9514
C -2.0558 1.4589 -1.1303
C -0.6747 1.9661 -1.9266
C 0.5938 0.9190 -1.6874
B -4.5965 0.3691 0.0460
O -5.6683 1.2853 -0.4805
C -4.2635 0.1958 1.6508
C -3.5870 1.6033 2.1999
C -3.4248 -2.0125 -0.8475
C -2.1912 -2.7844 -1.5999
C -0.7933 -2.2199 -0.8768
C -0.3976 -3.1614 0.4052
C 0.7974 -4.2490 0.1134
O 1.8244 -3.8005 -0.8399
C 2.8838 -3.0105 -0.1702
O 2.6862 -2.1688 0.8534
H -4.7364 -3.1524 4.2965
H -3.5845 -4.6759 4.1004
H -3.6490 -3.2912 2.6967
H -6.5347 -4.2374 3.0365
H -5.3854 -5.8127 3.0404
H -4.0122 -4.6550 0.9732
H -5.7914 -5.4125 0.6048
H -6.8576 -3.2183 0.3003
H -5.5051 -2.2671 1.2245
H -4.7328 -3.4027 -3.1869
H -6.2620 -4.0886 -2.2991
H -2.1153 -0.1620 -2.5418
H -2.7019 2.4544 -1.0087
H -1.6795 1.0953 -0.0757
H -0.9110 2.1571 -3.0581
H -0.3841 3.0305 -1.4715
H 0.3730 -0.0259 -2.3485
H 0.6522 0.6646 -0.5324
H 1.5954 1.4422 -2.0551
H -6.5791 0.9290 -0.2319
H -5.2659 -0.0434 2.2075
H -3.4453 -0.6512 1.7669
H -2.4203 1.4095 2.3382
H -3.7249 2.4938 1.4327
H -4.0771 1.8409 3.2417
H -3.1855 -2.2420 0.2980
H -2.2060 -2.4251 -2.7371
H -2.2107 -3.9525 -1.5185
H -1.0642 -1.1416 -0.4452
H 0.0534 -2.0740 -1.6712
H -1.3429 -3.7158 0.8612
H -0.0050 -2.4518 1.2672
H 1.3495 -4.4277 1.1458
H 0.3379 -5.2805 -0.2148
H 3.9887 -3.1082 -0.5775
C 4.9003 3.9044 0.3999
C 4.7312 2.4071 0.4139
C 3.4528 2.2253 -0.3751
O 3.3915 3.3010 -1.3217
C 4.3946 4.2673 -0.9792
H 5.9277 4.2324 0.5771
H 4.2583 4.3576 1.1646
H 5.5671 1.9346 -0.1152
H 4.6770 1.9799 1.4184
H 2.5724 2.2990 0.2721
H 3.4186 1.2679 -0.9030
H 5.1936 4.1980 -1.7255
H 3.9667 5.2728 -1.0184
C 10.0154 5.9743 -0.1682
C 9.7623 4.8408 0.7918
C 9.2278 5.5677 2.0065
O 8.5488 6.7364 1.5267
C 8.8685 6.9119 0.1395
H 10.0436 5.6649 -1.2161
H 10.9692 6.4588 0.0726
H 8.9914 4.1756 0.3852
H 10.6504 4.2421 1.0094
H 10.0408 5.8988 2.6613
H 8.5364 4.9543 2.5915
H 7.9779 6.6537 -0.4437
H 9.1193 7.9590 -0.0515
```

The calculation puts the gap between HOMO and LUMO at 8.24 eV. The SMILES is CCCC[C@@]1(CON=O)OC(=O)[C@@](NCCC)(B(O)CC)[C@@H]1CCCCOC=O.C1CCOC1.C1CCOC1. The value obtained for the highest occupied orbital energy is -0.327 hartree. Its spin multiplicity is 1. The energy above the lowest of the compared OMol25 structures with the same formula, charge and spin comes out at 257.58 kcal/mol.

4.
The following is a DFT calculation (ωB97M-V/def2-TZVPD) of C27H51BeCl5MgNO7 as an isolated structure.

Geometry as XYZ:
```
93
Properties=species:S:1:pos:R:3
O 4.9634 -2.8961 2.5185
C 5.2463 -1.7302 2.4408
O 4.5537 -0.8182 1.7038
C 4.2306 -1.3601 0.4099
C 3.5018 -0.3645 -0.4944
C 4.1425 1.0345 -0.5514
C 3.4206 2.0598 0.3671
C 2.0694 2.5433 -0.2407
C 0.8350 2.2308 0.6497
C -0.3014 3.1972 0.2267
C -1.7240 2.7261 0.6263
C -2.1016 1.5285 -0.3160
C -3.3994 0.7322 0.1604
C -3.0274 -0.3980 1.1766
C -3.5982 -1.8125 0.7363
C -2.5292 -2.9303 0.6568
N -1.9528 -3.1044 -0.7009
C -2.1939 -2.3754 -1.7588
C -1.3687 -2.9434 -2.8226
C -0.6999 -4.0213 -2.3610
C -1.0691 -4.1512 -0.9521
H 6.1547 -1.3835 2.9745
H 5.0986 -1.8035 -0.1058
H 3.5401 -2.2041 0.5793
H 3.5247 -0.7811 -1.5161
H 2.4368 -0.3349 -0.2061
H 4.0023 1.4226 -1.5748
H 5.2232 1.0480 -0.3731
H 4.0802 2.9416 0.3971
H 3.2924 1.6380 1.3756
H 2.0759 3.6354 -0.3840
H 1.9595 2.0628 -1.2281
H 1.0872 2.4648 1.6948
H 0.5687 1.1643 0.5970
H -0.0634 4.1748 0.6753
H -0.2603 3.3507 -0.8663
H -1.7651 2.3985 1.6753
H -2.4701 3.5184 0.4664
H -1.3004 0.7777 -0.3640
H -2.3054 1.9190 -1.3401
H -3.8158 0.2420 -0.7627
H -4.1191 1.4389 0.6019
H -1.9352 -0.4081 1.2893
H -3.4919 -0.1181 2.1311
H -4.1710 -1.7229 -0.1989
H -4.2872 -2.0816 1.5485
H -1.7042 -2.6456 1.3160
H -2.8982 -3.8810 1.0602
H -2.8779 -1.5332 -1.8103
H -1.3133 -2.5550 -3.8373
H -0.0235 -4.6545 -2.9424
H -0.6526 -4.9969 -0.2900
O -1.5893 -7.0048 0.7692
H -0.6931 -7.1877 1.0721
H -2.1029 -7.7549 1.0891
C 3.0419 -6.2252 -2.4549
Cl 3.5092 -4.5586 -2.1307
Cl 1.5091 -6.2965 -3.3343
H 3.8115 -6.7010 -3.0527
H 2.9307 -6.7471 -1.5108
C -6.2563 4.5310 2.0194
O -4.8650 4.5778 1.9204
C -4.4008 5.9264 1.9116
C -3.8946 6.2770 3.2854
O -4.9939 6.2704 4.1903
C -5.0232 5.0681 4.9621
H -6.5373 3.4843 2.2582
H -6.6277 5.1912 2.8211
H -6.7260 4.8082 1.0702
H -5.1880 6.6140 1.5914
H -3.5863 5.9948 1.1859
H -3.4729 7.2860 3.2721
H -3.1060 5.5923 3.6105
H -4.2324 5.0871 5.7138
H -4.9031 4.1758 4.3256
H -5.9808 5.0022 5.4680
Be -7.5998 3.2265 3.7977
O 5.9270 -0.8623 -3.4132
C 6.3704 -1.7148 -4.1285
O 6.5863 -1.5400 -5.4532
C 7.0163 -2.7786 -6.0455
C 7.5806 -3.5959 -4.8954
C 6.7242 -3.1299 -3.7244
H 6.1523 -3.2578 -6.5119
H 7.7608 -2.5749 -6.8118
H 7.5440 -4.6697 -5.0718
H 8.6221 -3.3210 -4.7198
H 5.8046 -3.7102 -3.6342
H 7.2775 -3.1425 -2.7886
Cl -0.0886 -4.5373 1.2274
Cl -8.3787 4.0087 6.2488
Cl -6.3766 6.9677 6.0882
Mg -4.1328 0.9808 -2.2742
```

The calculation puts the gap between HOMO and LUMO at 2.05 eV. The value obtained for the highest occupied orbital energy is -0.335 hartree. Its spin multiplicity is 1. Its total charge is +1.

5.
The following is a DFT calculation (ωB97M-V/def2-TZVPD) of a 6-piece molecular cluster, C27H51Br2NO6 overall.

Geometry as XYZ:
```
87
Properties=species:S:1:pos:R:3
C -1.2259 3.3265 -2.5767
C -1.4088 1.7572 -2.9802
Br -3.3818 1.3920 -2.8123
C -0.5455 0.8150 -1.9988
C 0.9937 0.6477 -2.4196
Br 2.1355 0.1996 -0.8160
C 1.7754 1.8644 -3.0947
C 1.6203 1.7126 -4.6685
N 1.6695 0.2041 -4.8230
C 1.3272 -0.4662 -3.5568
O 1.2979 -1.6693 -3.2777
H -0.9583 3.4359 -1.4676
H -2.2058 3.8728 -2.7339
H -0.4363 3.8248 -3.2383
H -1.1242 1.5795 -4.0655
H -0.5996 1.2114 -0.9271
H -1.0172 -0.2301 -2.0506
H 2.8680 1.5426 -2.9325
H 1.7569 2.8912 -2.6203
H 2.3934 2.2730 -5.2996
H 0.6262 1.9665 -5.1655
H 0.9542 -0.1072 -5.5034
C 5.9648 -2.4742 -0.3730
C 6.3519 -3.2224 0.8850
C 5.8622 -2.2849 1.9724
O 4.7219 -1.5966 1.4431
C 4.6480 -1.8402 0.0312
H 5.8776 -3.1113 -1.2543
H 6.7053 -1.6959 -0.5849
H 5.8067 -4.1703 0.9354
H 7.4190 -3.4385 0.9577
H 6.6207 -1.5352 2.2226
H 5.5803 -2.8130 2.8862
H 3.8086 -2.5204 -0.1479
H 4.4544 -0.9031 -0.4941
C -5.5770 -2.4435 -1.0235
C -4.6325 -3.5066 -1.5428
C -3.3322 -2.7384 -1.6667
O -3.3516 -1.7229 -0.6535
C -4.6741 -1.6403 -0.1070
H -6.4535 -2.8454 -0.5125
H -5.9214 -1.8162 -1.8525
H -4.5267 -4.3034 -0.7994
H -4.9505 -3.9565 -2.4797
H -3.2557 -2.2402 -2.6398
H -2.4545 -3.3743 -1.5313
H -4.6481 -2.0697 0.9007
H -4.9758 -0.5930 -0.0315
C -0.1334 5.0510 3.0679
C -1.5343 4.5151 2.8706
C -1.6184 4.3992 1.3607
O -0.2901 4.1273 0.8873
C 0.6287 4.3440 1.9672
H 0.2739 4.8589 4.0614
H -0.1205 6.1325 2.8958
H -1.6187 3.5232 3.3255
H -2.3126 5.1517 3.2940
H -1.9487 5.3401 0.9071
H -2.2908 3.6008 1.0380
H 0.9842 3.3631 2.3004
H 1.4836 4.9234 1.6115
C -2.5045 -6.4913 -5.0948
C -2.1099 -7.2291 -3.8337
C -2.6176 -6.2962 -2.7512
O -3.7682 -5.6267 -3.2865
C -3.8327 -5.8766 -4.6973
H -2.5787 -7.1326 -5.9744
H -1.7758 -5.7023 -5.3066
H -2.6403 -8.1854 -3.7820
H -1.0400 -7.4281 -3.7569
H -1.8718 -5.5341 -2.5013
H -2.8941 -6.8258 -1.8367
H -4.6609 -6.5708 -4.8774
H -4.0391 -4.9436 -5.2266
C 2.4079 3.7746 8.1142
C 2.4591 5.2228 7.6761
C 1.4885 5.2330 6.5112
O 0.5014 4.2303 6.7844
C 0.9492 3.4280 7.8854
H 2.7264 3.6157 9.1455
H 3.0433 3.1667 7.4621
H 2.0862 5.8669 8.4789
H 3.4582 5.5644 7.4014
H 1.9889 4.9642 5.5745
H 1.0011 6.2018 6.3801
H 0.3387 3.6848 8.7578
H 0.7994 2.3713 7.6547
```

The calculation puts the gap between HOMO and LUMO at 9.56 eV. The SMILES is C[C@H](Br)C[C@]1(Br)CCNC1=O.C1CCOC1.C1CCOC1.C1CCOC1.C1CCOC1.C1CCOC1. The value obtained for the highest occupied orbital energy is -0.330 hartree. Its spin multiplicity is 1. The energy above the lowest of the compared OMol25 structures with the same formula, charge and spin comes out at 39.63 kcal/mol.